Record 1
Formula: C25H40N4O3
Source: OMol25
Level of theory: the ωB97M-V functional and the def2-TZVPD basis

Geometry (Å):
C: -0.5802 5.5603 2.2803
C: 0.3978 4.4632 1.9912
C: 1.6894 4.7509 1.5685
C: 2.5933 3.7359 1.3105
C: 2.2290 2.4073 1.4824
C: 3.1678 1.2921 1.0959
N: 2.9686 0.9682 -0.3101
C: 1.9656 0.1661 -0.7024
O: 1.3458 -0.5432 0.0699
C: 1.6688 0.1701 -2.2058
N: 0.8359 -0.9682 -2.5154
C: 1.3462 -2.1182 -3.0032
O: 2.5012 -2.2271 -3.3635
C: 0.3572 -3.2784 -3.1006
C: 0.2610 -3.9901 -1.7432
C: -0.4324 -3.1425 -0.6719
N: -1.5689 -2.4257 -1.2268
C: -2.2132 -1.3843 -0.6443
O: -3.1392 -0.8175 -1.2085
C: -1.7489 -0.9083 0.7352
N: -2.2520 0.4249 1.0297
C: -2.2734 -1.8618 1.8193
C: -1.6291 -1.5832 3.1815
C: -0.1892 -2.0893 3.2298
C: -2.4479 -2.2354 4.2933
C: -2.0844 -2.9627 -2.4713
C: -1.0443 -2.8673 -3.5909
C: 0.9693 1.4643 -2.6836
C: 1.9152 2.6626 -2.7597
C: -0.2349 1.8096 -1.8088
C: 0.9395 2.1156 1.9110
C: 0.0363 3.1315 2.1601
H: -1.5872 5.2636 1.9960
H: -0.3145 6.4711 1.7489
H: -0.5855 5.7804 3.3482
H: 1.9901 5.7801 1.4327
H: 3.5925 3.9800 0.9755
H: 2.9457 0.3905 1.6703
H: 4.2115 1.5754 1.2418
H: 3.4121 1.5646 -0.9890
H: 2.6058 0.0227 -2.7563
H: -0.0767 -0.9829 -2.0857
H: 0.8099 -3.9782 -3.8096
H: 1.2633 -4.2398 -1.3921
H: -0.2800 -4.9276 -1.8877
H: -0.7569 -3.8075 0.1386
H: 0.2785 -2.4280 -0.2529
H: -0.6599 -0.8662 0.7637
H: -1.7940 1.1111 0.4397
H: -3.2423 0.4552 0.7985
H: -2.1013 -2.9013 1.5384
H: -3.3528 -1.7110 1.8941
H: -1.6324 -0.4993 3.3288
H: 0.4136 -1.6470 2.4415
H: 0.2659 -1.8396 4.1858
H: -0.1634 -3.1716 3.1131
H: -2.4959 -3.3133 4.1482
H: -3.4629 -1.8451 4.3045
H: -1.9963 -2.0416 5.2637
H: -2.3775 -4.0061 -2.3120
H: -2.9767 -2.3889 -2.7287
H: -1.0187 -1.8500 -3.9843
H: -1.3594 -3.5210 -4.4052
H: 0.6152 1.2500 -3.6987
H: 2.8496 2.3970 -3.2505
H: 1.4474 3.4556 -3.3391
H: 2.1219 3.0641 -1.7695
H: -0.7076 2.7191 -2.1731
H: -0.9804 1.0180 -1.8273
H: 0.0773 1.9784 -0.7788
H: 0.6364 1.0880 2.0385
H: -0.9641 2.8818 2.4815

F_max: 0.013 hartree/bohr
lowest unoccupied orbital energy: 0.02579 Eh

---

Record 2
Formula: C25H40NO2Si2
Source: OMol25
Level of theory: the ωB97M-V functional and the def2-TZVPD basis

Geometry (Å):
C: -1.8560 1.5377 1.2403
Si: -1.5167 0.2248 2.5253
C: -0.2765 0.8945 3.7512
C: -3.1166 -0.0874 3.4381
O: -0.9892 -1.2056 1.8284
N: 0.2454 -1.1348 1.1915
O: 0.2761 -0.3218 0.0615
Si: -0.0933 -1.0857 -1.3893
C: -1.5443 -0.2139 -2.1762
C: 1.3467 -0.9908 -2.5819
C: -0.5482 -2.8798 -1.1491
C: 1.3767 -1.8471 1.6405
C: 1.2586 -2.6773 2.6782
C: 2.6537 -1.6732 0.9247
C: 3.2715 -2.7527 0.2991
C: 4.4565 -2.5845 -0.3845
C: 5.0445 -1.3369 -0.4487
C: 4.4520 -0.2599 0.1776
C: 3.2637 -0.4253 0.8571
H: -2.2514 2.4344 1.7096
H: -0.9381 1.7901 0.7205
H: -2.5827 1.1717 0.5229
H: -0.6525 1.8133 4.1936
H: -0.1113 0.1678 4.5397
H: 0.6653 1.1034 3.2551
H: -3.4868 0.8366 3.8753
H: -3.8585 -0.4758 2.7472
H: -2.9492 -0.8138 4.2272
H: -1.7812 -0.6675 -3.1349
H: -2.4077 -0.2884 -1.5227
H: -1.2990 0.8331 -2.3275
H: 1.0676 -1.4358 -3.5341
H: 1.6212 0.0474 -2.7428
H: 2.2019 -1.5253 -2.1804
H: -0.8101 -3.3250 -2.1047
H: 0.2874 -3.4250 -0.7245
H: -1.3980 -2.9483 -0.4793
H: 2.0954 -3.2360 3.0410
H: 0.3204 -2.8032 3.1748
H: 2.8101 -3.7230 0.3571
H: 4.9231 -3.4272 -0.8685
H: 5.9735 -1.2079 -0.9801
H: 4.9203 0.7103 0.1392
H: 2.7966 0.4091 1.3491
C: -1.4443 -6.0434 0.5508
C: -2.4908 -6.0783 1.5929
C: -2.5502 -6.8807 2.7235
C: -3.7715 -6.8736 3.4867
C: -4.9669 -6.1055 3.0302
C: -3.8650 -7.6206 4.6360
C: -2.8064 -8.3961 5.0943
C: -2.9408 -9.1618 6.3571
C: -1.6282 -8.4352 4.3528
C: -1.4696 -7.7187 3.1881
C: -0.1566 -7.8147 2.4902
H: -1.7687 -5.4583 -0.3121
H: -0.5137 -5.5975 0.9044
H: -1.2284 -7.0433 0.1759
H: -3.3256 -5.4202 1.4227
H: -5.8081 -6.2636 3.7040
H: -4.7729 -5.0317 3.0057
H: -5.2858 -6.4289 2.0373
H: -4.7878 -7.6083 5.1900
H: -2.0225 -9.7018 6.5857
H: -3.1529 -8.4920 7.1912
H: -3.7509 -9.8879 6.2837
H: -0.8094 -9.0360 4.7127
H: 0.5376 -8.4425 3.0485
H: -0.2552 -8.2663 1.5032
H: 0.3124 -6.8358 2.3968

net charge: +1
F_max: 0.040 hartree/bohr
lowest unoccupied orbital energy: -0.20267 Eh